a) DFT (wB97M-V/def2-TZVPD) results for one molecule with the formula C18H23N5O2.

XYZ file:
```
48
Properties=species:S:1:pos:R:3:nbo_charge:R:1
C 2.0010 -1.2500 3.2196 -0.62
C 2.1878 -2.7340 2.7684 -0.39
C 2.0199 -3.0466 1.2732 -0.22
N 0.6656 -2.6943 0.9305 -0.64
C -0.3359 -3.5856 0.5593 0.71
O -0.2402 -4.7394 0.9301 -0.63
C -1.6612 -3.0711 -0.0909 -0.18
C -1.5228 -1.5781 -0.3518 -0.02
C -0.8534 -1.1315 -1.5209 -0.22
C -0.4938 0.2137 -1.6817 -0.19
C -0.7600 1.1533 -0.7100 0.13
N -0.3074 2.4949 -0.7055 -0.58
C 0.4159 3.1570 -1.6380 0.65
O 0.6943 2.7428 -2.7758 -0.62
C 0.7296 4.5263 -1.2726 -0.07
C 1.5656 5.3537 -1.9660 -0.02
N 1.5948 6.5091 -1.2344 -0.18
C 2.2981 7.7464 -1.6851 -0.41
N 0.7840 6.3680 -0.1520 -0.03
N 0.2765 5.2030 -0.1314 -0.23
C -1.4682 0.7309 0.4520 -0.23
C -1.8097 -0.6224 0.6537 -0.21
C -2.1659 -3.9073 -1.3073 -0.39
C -3.3585 -4.3929 -0.4418 -0.40
C -2.9043 -3.4704 0.6957 -0.38
H 2.7901 -0.6144 2.7706 0.20
H 1.0212 -0.8666 2.8608 0.20
H 2.0788 -1.0996 4.3182 0.22
H 3.2452 -2.9807 3.0395 0.19
H 1.4596 -3.3055 3.3317 0.21
H 2.2201 -4.1147 1.1386 0.23
H 2.7502 -2.4596 0.6856 0.19
H 0.5265 -1.7390 0.6564 0.40
H -0.5846 -1.8575 -2.2920 0.22
H -0.0032 0.4461 -2.5897 0.24
H -0.5792 3.0601 0.0633 0.42
H 2.0952 5.0997 -2.9116 0.26
H 3.2404 7.9670 -1.1859 0.22
H 2.5266 7.7153 -2.7776 0.22
H 1.6599 8.6037 -1.5218 0.23
H -1.6610 1.4681 1.2469 0.21
H -2.2534 -0.8993 1.5878 0.22
H -1.5265 -4.7316 -1.6311 0.22
H -2.4556 -3.3599 -2.2031 0.21
H -3.2982 -5.4638 -0.1545 0.22
H -4.3537 -4.1955 -0.8772 0.20
H -2.6928 -3.9882 1.6640 0.22
H -3.5574 -2.6598 0.9637 0.21
```

Output
* E_HOMO: -8.4 eV
* SMILES: CCCNC(=O)C1(c2ccc(NC(=O)c3cn(C)nn3)cc2)CCC1
* orbital gap: 8.9931 eV

---

b) DFT (wB97M-V/def2-TZVPD) results for one molecule with the formula C18H23N5O2.

XYZ file:
```
48
Properties=species:S:1:pos:R:3:nbo_charge:R:1
C -3.0942 -3.3598 -0.8878 -0.60
C -2.1721 -2.1524 -0.7520 -0.22
C -1.1065 -2.1577 -1.8447 -0.61
C -1.5147 -2.1798 0.6360 -0.23
N -0.6353 -1.0543 0.8420 -0.29
C -0.9096 0.2742 0.8582 0.38
C -2.2256 0.8918 0.8190 -0.14
C -2.3903 2.0750 0.0953 -0.13
C -3.6345 2.6756 0.0597 -0.25
C -4.6767 2.0734 0.7512 0.04
N -4.5250 0.9729 1.4675 -0.41
C -3.3370 0.4038 1.5087 0.06
N 0.1909 1.0170 0.8968 -0.49
C 1.2160 0.1456 0.9042 0.36
C 0.7362 -1.1592 0.8625 -0.09
C 1.6123 -2.2913 0.8734 0.66
O 1.3304 -3.4720 0.8139 -0.61
N 2.9335 -1.8646 0.9707 -0.64
C 3.4571 -0.5831 1.0509 0.80
O 4.6442 -0.4046 1.1959 -0.63
N 2.5443 0.4434 0.9592 -0.43
C 2.9997 1.8208 0.9949 -0.22
C 3.2350 2.4301 -0.3971 -0.22
C 1.9348 2.5591 -1.1858 -0.61
C 4.2684 1.6350 -1.1903 -0.61
H -3.5818 -3.3544 -1.8591 0.22
H -3.8632 -3.3461 -0.1190 0.21
H -2.5245 -4.2811 -0.7931 0.21
H -2.7697 -1.2373 -0.8402 0.20
H -0.4977 -1.2564 -1.8014 0.21
H -1.5718 -2.2026 -2.8261 0.21
H -0.4542 -3.0208 -1.7299 0.21
H -2.2825 -2.2013 1.4122 0.21
H -0.8996 -3.0782 0.7291 0.26
H -1.5433 2.4944 -0.4255 0.24
H -3.7950 3.5876 -0.4935 0.22
H -5.6746 2.4906 0.7429 0.20
H -3.2699 -0.4682 2.1446 0.19
H 3.6306 -2.5996 1.0205 0.43
H 2.2382 2.3967 1.5245 0.22
H 3.9373 1.8284 1.5558 0.24
H 3.6315 3.4356 -0.2172 0.20
H 1.5433 1.5779 -1.4439 0.20
H 2.1096 3.1083 -2.1084 0.21
H 1.1833 3.0831 -0.6013 0.21
H 4.5261 2.1622 -2.1060 0.21
H 3.8750 0.6572 -1.4614 0.20
H 5.1719 1.4849 -0.6058 0.23
```

Output
* E_HOMO: -8.4 eV
* SMILES: CC(C)Cn1c(-c2cccnc2)nc2c1c(=O)[nH]c(=O)n2CC(C)C
* orbital gap: 8.4715 eV

---

Energy ordering: b) at the bottom, the next structure 339.6 kJ/mol above.

---

a) DFT (wB97M-V/def2-TZVPD) results for one molecule with the formula C2H6N2O.

XYZ file:
```
11
Properties=species:S:1:pos:R:3:nbo_charge:R:1
H 2.5500 1.1825 -0.0331 0.35
N 1.8532 0.5364 -0.4018 -0.68
C 0.9650 0.5938 0.4553 0.26
N -0.2258 -0.2636 0.3741 -0.19
C -0.8467 -0.6561 -1.0304 -0.43
O -1.1780 0.0833 1.3360 -0.57
H 0.9671 1.2737 1.4132 0.17
H -0.2455 -0.0709 -1.6591 0.22
H -0.7219 -1.7429 -1.2473 0.21
H -1.8359 -0.2415 -1.0910 0.21
H -1.2817 -0.6948 1.8840 0.47
```

Output
* E_HOMO: -8.9 eV
* SMILES: [H]/N=C/N(C)O
* orbital gap: 9.8416 eV

---

b) DFT (wB97M-V/def2-TZVPD) results for a 2-piece molecular cluster, C2H6N2O overall.

XYZ file:
```
11
Properties=species:S:1:pos:R:3:nbo_charge:R:1
H -1.6923 0.6327 -0.5039 0.37
N -0.7582 0.6965 -0.1438 -0.75
C -0.4006 1.1355 0.9678 0.30
N 0.9127 1.1185 1.3825 -0.82
H -1.0597 1.4865 1.7627 0.14
H 1.2524 1.9169 1.8931 0.38
H 1.5975 0.7400 0.7456 0.39
C 0.0531 -1.9356 -1.5214 0.30
O 0.0471 -2.2388 -2.6790 -0.51
H 0.9420 -1.6128 -0.9571 0.10
H -0.8939 -1.9393 -0.9465 0.10
```

Output
* E_HOMO: -9.7 eV
* SMILES: [H]/N=C/N.C=O
* orbital gap: 10.5876 eV

---

c) DFT (wB97M-V/def2-TZVPD) results for one molecule with the formula C2H6N2O.

XYZ file:
```
11
Properties=species:S:1:pos:R:3:nbo_charge:R:1
N 0.5814 -1.6114 0.5792 -0.82
C 0.4979 -0.2518 0.7753 -0.15
C 0.0006 0.6803 -0.0473 0.36
N -0.4882 0.4716 -1.3048 -0.84
O -0.0167 1.9877 0.3395 -0.68
H 0.5708 -2.1394 1.4490 0.38
H -0.0817 -1.9713 -0.0982 0.35
H 0.8961 0.0590 1.7403 0.20
H -0.4622 -0.5152 -1.5460 0.37
H -1.4401 0.8216 -1.3825 0.37
H -0.0579 2.4690 -0.5045 0.47
```

Output
* E_HOMO: -7.0 eV
* SMILES: N/C=C(\N)O
* orbital gap: 7.8800 eV

---

Energy ordering: c) at the bottom, the next structure 40.6 kJ/mol above.

---

a) DFT (wB97M-V/def2-TZVPD) results for one molecule with the formula C2H6N2O.

XYZ file:
```
11
Properties=species:S:1:pos:R:3:nbo_charge:R:1
N 1.3569 -0.9486 0.6125 -0.82
C -0.0522 -0.6341 0.6666 -0.07
N -0.6172 0.0071 -0.5133 -0.63
C -0.8297 1.3347 -0.6490 0.52
O -0.6303 2.1712 0.2054 -0.61
H 1.5952 -1.4676 -0.2281 0.35
H 1.8954 -0.0905 0.5332 0.36
H -0.6370 -1.5221 0.8747 0.19
H -0.2071 0.0616 1.4960 0.22
H -0.7312 -0.5500 -1.3451 0.39
H -1.1427 1.6384 -1.6529 0.11
```

Output
* E_HOMO: -9.7 eV
* SMILES: NCNC=O
* orbital gap: 10.5383 eV

---

b) DFT (wB97M-V/def2-TZVPD) results for a 2-piece molecular cluster, C2H6N2O overall.

XYZ file:
```
11
Properties=species:S:1:pos:R:3:nbo_charge:R:1
H 1.9558 1.3687 -0.6850 0.36
N 1.3783 0.9113 0.0140 -0.76
C 1.0413 1.4562 1.1173 0.28
N 0.1007 0.8314 1.8876 -0.81
H 1.6774 2.2309 1.5409 0.16
H -0.1787 1.2814 2.7481 0.39
H -0.5665 0.2412 1.4546 0.40
C -0.7826 -1.8982 -1.4029 0.27
O -1.8028 -1.4355 -1.8459 -0.51
H -0.2848 -2.8080 -1.7694 0.11
H -0.3748 -1.3108 -0.5525 0.12
```

Output
* E_HOMO: -9.2 eV
* SMILES: [H]/N=C/N.C=O
* orbital gap: 10.1870 eV

---

Energy ordering: a) at the bottom, the next structure 154.6 kJ/mol above.

---

a) DFT (wB97M-V/def2-TZVPD) results for one molecule with the formula C2H6N2O.

XYZ file:
```
11
Properties=species:S:1:pos:R:3:nbo_charge:R:1
H -2.4140 1.1021 -0.3852 0.35
N -1.4405 0.8539 -0.3501 -0.70
C -1.2892 -0.3666 -0.0790 0.25
N -0.0219 -0.9221 0.1015 -0.34
O 1.0140 -0.1940 -0.4272 -0.38
C 1.5493 0.6101 0.5996 -0.26
H -2.0920 -1.1111 0.0651 0.15
H 0.0295 -1.8857 -0.1699 0.37
H 2.0138 -0.0478 1.4093 0.17
H 0.7368 1.2455 0.9924 0.20
H 2.2907 1.2651 0.1219 0.19
```

Output
* E_HOMO: -9.4 eV
* SMILES: [H]/N=C/NOC
* orbital gap: 10.3797 eV

---

b) DFT (wB97M-V/def2-TZVPD) results for one molecule with the formula C2H6N2O.

XYZ file:
```
11
Properties=species:S:1:pos:R:3:nbo_charge:R:1
N -1.2381 -0.7409 -0.3704 -0.82
C -0.6187 0.2970 0.4634 -0.31
C 0.6168 0.9283 -0.1546 -0.02
N 1.7446 0.3582 -0.3853 -0.08
O 1.8915 -0.9166 0.0964 -0.54
H -1.7934 -0.3185 -1.1226 0.36
H -0.5120 -1.3282 -0.7724 0.36
H -1.3817 1.0669 0.6620 0.22
H -0.4102 -0.1723 1.4459 0.19
H 0.5658 1.9244 -0.5797 0.20
H 1.1354 -1.0983 0.7174 0.44
```

Output
* E_HOMO: -9.7 eV
* SMILES: NC/C=N\O
* orbital gap: 10.5518 eV

---

Energy ordering: b) at the bottom, the next structure 9.1 kJ/mol above.